[1]
118
Properties=species:S:1:pos:R:3:mulliken_charge:R:1 method="wB97M-V/def2-TZVPD" homo_energy_ev=-9.95 orbital_gap_ha=0.3713 smiles="CCOC(=O)C(F)(F)F.CCOC(=O)C(F)(F)F.CCOC(=O)C(F)(F)F.CCOC(=O)C(F)(F)F.CCOC(=O)C(F)(F)F.NC(N)=O.NC(N)=O.NC(N)=O.NC(N)=O.NC(N)=O.NC(N)=O" charge=0
C -2.339 -3.881 2.601 -1.7734
C -1.018 -3.823 1.868 0.7709
O -0.079 -3.316 2.929 -0.3722
C 1.118 -2.987 2.451 0.3917
O 1.419 -3.092 1.294 -0.4764
C 2.130 -2.663 3.545 0.7430
F 3.133 -1.999 2.985 -0.1924
F 1.657 -1.887 4.517 -0.2445
F 2.465 -3.889 4.033 -0.2191
H -2.364 -4.476 3.567 0.3690
H -3.150 -4.347 2.008 0.4237
H -2.667 -2.918 2.866 0.3956
H -1.104 -3.124 1.020 -0.0007
H -0.768 -4.823 1.521 0.1353
C 4.183 -5.327 -1.805 -1.3190
C 2.862 -5.805 -1.216 -0.0195
O 3.140 -6.198 0.120 -0.2412
C 2.099 -6.434 0.965 0.2842
O 0.914 -6.273 0.889 -0.5635
C 2.730 -7.135 2.181 0.9875
F 1.771 -7.221 3.136 -0.2412
F 3.138 -8.378 1.903 -0.2710
F 3.797 -6.443 2.568 -0.2360
H 4.454 -4.401 -1.289 0.3257
H 4.164 -5.157 -2.850 0.4324
H 4.991 -6.095 -1.635 0.3367
H 2.535 -6.684 -1.710 0.3518
H 2.096 -5.054 -1.102 0.2008
C -4.416 0.201 5.628 -1.4341
C -4.036 1.248 4.600 0.1982
O -5.110 1.364 3.634 -0.3139
C -4.832 1.466 2.357 0.6147
O -3.723 1.380 1.837 -0.5312
C -6.121 1.654 1.560 0.8886
F -7.221 1.654 2.306 -0.2579
F -6.065 2.762 0.806 -0.2277
F -6.282 0.599 0.760 -0.2733
H -4.799 -0.738 5.178 0.3238
H -5.174 0.631 6.262 0.3584
H -3.552 -0.099 6.206 0.3922
H -3.178 0.899 4.045 0.1421
H -3.935 2.288 4.936 0.2044
C -2.987 4.955 0.859 -0.6946
C -2.347 5.747 1.928 -0.4627
O -1.877 4.654 2.842 -0.1979
C -2.065 4.923 4.162 0.3437
O -2.551 5.946 4.603 -0.5804
C -1.505 3.793 5.059 0.8744
F -1.198 2.691 4.329 -0.1285
F -0.425 4.226 5.668 -0.2871
F -2.380 3.457 5.988 -0.2803
H -2.344 4.128 0.568 -0.0597
H -3.155 5.498 -0.077 0.3800
H -3.870 4.465 1.199 0.3053
H -2.869 6.373 2.576 0.5130
H -1.424 6.148 1.548 0.2600
C 2.606 -1.699 -1.433 -1.0532
C 2.694 -0.280 -0.940 -0.2716
O 1.381 0.274 -0.612 1.1161
C 0.998 0.375 0.653 -0.4108
O 1.611 0.129 1.650 -0.6111
C -0.433 0.939 0.694 0.6532
F -0.983 0.985 -0.535 -0.1509
F -1.167 0.041 1.392 -0.1542
F -0.515 2.169 1.255 -0.1494
H 1.615 -2.079 -1.235 0.0248
H 3.202 -2.453 -0.985 0.3649
H 2.705 -1.837 -2.497 0.5760
H 3.047 0.437 -1.689 -0.5009
H 3.424 -0.278 -0.155 0.5550
N 3.155 3.270 -0.882 -0.2714
C 3.695 4.555 -0.717 0.5875
N 3.649 5.278 -1.913 -0.4349
O 4.286 4.965 0.267 -0.6324
H 2.764 2.901 -0.005 0.0375
H 2.521 3.138 -1.676 0.1073
H 2.876 5.154 -2.564 0.2120
H 3.903 6.253 -1.717 0.2752
N 0.065 4.256 -1.105 0.2563
C -0.606 5.212 -1.864 0.3028
N -0.754 4.867 -3.220 -0.2905
O -1.079 6.184 -1.299 -0.6538
H 0.568 3.559 -1.612 -0.2291
H 0.354 4.496 -0.164 0.1621
H -0.096 4.268 -3.695 0.2090
H -1.241 5.596 -3.709 0.2296
N -0.635 1.080 -4.433 -0.5316
C 0.632 1.213 -3.973 0.5788
N 1.394 0.158 -4.098 -0.2630
O 1.025 2.253 -3.511 -0.6834
H -1.255 1.667 -3.880 0.2525
H -0.893 0.133 -4.697 0.4092
H 0.981 -0.673 -4.464 0.2095
H 2.384 0.251 -4.119 0.1031
N -0.085 -3.262 -3.424 -0.2011
C -0.967 -2.504 -4.197 0.5369
N -2.286 -2.811 -4.264 -0.4044
O -0.489 -1.583 -4.857 -0.9405
H -0.447 -4.215 -3.484 0.2427
H 0.860 -3.072 -3.602 0.1798
H -2.880 -2.420 -5.027 0.2463
H -2.682 -3.330 -3.523 0.2193
N -3.438 -0.983 -1.952 -0.5236
C -3.339 -2.013 -1.006 0.5101
N -3.574 -1.646 0.284 -0.1335
O -3.297 -3.118 -1.471 -0.7285
H -3.221 -0.074 -1.633 0.2948
H -2.984 -1.218 -2.819 0.2669
H -3.791 -2.422 0.876 0.2654
H -4.078 -0.816 0.468 0.0514
N 5.489 2.073 -2.409 -0.2159
C 5.550 0.991 -3.241 0.5206
N 6.589 0.924 -4.169 -0.6042
O 4.772 0.040 -3.118 -0.5495
H 5.980 2.912 -2.591 0.2432
H 4.667 2.172 -1.841 0.2038
H 6.528 0.068 -4.637 0.3194
H 7.388 1.065 -3.605 0.2228

=====

[2]
83
Properties=species:S:1:pos:R:3:mulliken_charge:R:1 method="wB97M-V/def2-TZVPD" homo_energy_ev="-20.53 / -20.54" orbital_gap_ha="0.1674 / 0.1693" charge=+4
O -1.877 -0.712 -1.621 -0.8237
O -1.892 -3.135 -0.966 0.5120
C -3.235 -0.189 -1.343 -0.2506
C -3.396 1.272 -1.635 -1.5109
H -3.405 -0.385 -0.266 0.3901
H -3.940 -0.740 -1.970 0.4807
H -2.720 1.893 -1.050 0.3398
H -4.419 1.535 -1.334 0.5041
H -3.341 1.529 -2.706 0.2886
C -1.589 -0.873 -3.051 -0.1621
C -2.628 -1.741 -3.700 -1.3094
H -0.566 -1.283 -3.091 0.2304
H -1.542 0.135 -3.467 0.5251
H -2.583 -2.765 -3.322 0.2211
H -2.473 -1.782 -4.784 0.5092
H -3.638 -1.332 -3.515 0.3849
C -0.488 -3.738 -1.030 0.0394
C -2.874 -3.779 -0.034 -0.0483
C -0.347 -4.463 -2.323 -1.1419
H -0.424 -4.401 -0.164 0.4955
H 0.164 -2.873 -0.912 -0.1440
H -1.030 -5.311 -2.394 0.3088
H 0.670 -4.840 -2.430 0.4577
H -0.534 -3.771 -3.147 0.2446
C -3.373 -5.022 -0.723 -1.2327
H -3.628 -3.005 0.162 0.3581
H -2.316 -4.027 0.874 0.1796
H -3.871 -4.741 -1.658 0.3095
H -4.105 -5.541 -0.097 0.4736
H -2.565 -5.733 -0.954 0.2815
H -1.871 -2.051 -1.152 0.4170
W 0.878 0.923 0.415 0.5750
C -0.525 -0.593 0.860 0.8105
Si -0.764 -0.883 2.720 -0.0466
H -1.548 -0.411 0.497 -0.8770
H -0.174 -1.588 0.531 0.0120
C -2.623 -1.078 2.912 -1.1158
C -0.292 0.403 3.987 -0.9667
C 0.105 -2.482 3.213 -1.0751
C 0.069 1.976 -1.163 0.0691
Si 1.641 1.691 -2.082 0.0537
H -0.037 3.069 -1.031 0.8309
H -0.794 1.570 -1.743 -0.1996
C 1.110 1.617 -3.901 -1.0611
C 2.250 -0.008 -1.544 -1.3099
C 3.000 2.970 -1.911 -1.0261
H 0.075 -3.246 2.421 0.3213
H -0.401 -2.886 4.106 0.3866
H 1.155 -2.289 3.476 0.3878
H -3.130 -0.153 2.604 0.4101
H -2.848 -1.262 3.972 0.4849
H -3.012 -1.918 2.321 0.2666
H -0.806 1.374 3.849 0.2848
H 0.799 0.558 4.044 0.3507
H -0.625 -0.029 4.957 0.5144
H 2.203 -0.546 -2.513 0.5242
H 1.695 -0.651 -0.815 0.4983
H 3.319 0.017 -1.293 0.6151
H 3.720 2.907 -2.745 0.4070
H 3.565 2.876 -0.968 0.3235
H 2.545 3.975 -1.939 0.3896
H 1.960 1.759 -4.582 0.4205
H 0.382 2.420 -4.085 0.4148
H 0.633 0.660 -4.152 0.3138
O -1.392 4.017 2.387 -0.5019
C -0.576 3.211 1.954 -0.0616
O -0.834 2.075 1.356 -0.4046
C 0.889 3.457 2.135 0.8323
C 1.352 4.573 2.837 -0.9137
C 2.700 4.757 3.009 -0.5204
C 3.584 3.757 2.571 0.8404
C 4.992 3.899 2.702 -0.7510
C 5.863 2.887 2.321 -0.8034
C 5.359 1.700 1.789 -0.7856
C 3.974 1.524 1.637 -0.5819
C 3.080 2.560 1.967 0.4762
N 1.708 2.453 1.691 0.5142
H 0.606 5.271 3.210 0.6225
H 3.088 5.644 3.490 0.5625
H 5.363 4.838 3.110 0.4959
H 6.947 3.016 2.462 0.4434
H 6.046 0.901 1.505 0.4853
H 3.564 0.583 1.251 0.7361

=====

[3]
88
Properties=species:S:1:pos:R:3:mulliken_charge:R:1 method="wB97M-V/def2-TZVPD" homo_energy_ev=-4.16 orbital_gap_ha=0.2254 charge=-1
C -2.940 0.647 -3.551 -1.6420
C -2.575 2.096 -3.447 0.6316
H -3.769 0.400 -2.870 0.2287
H -2.058 0.054 -3.274 0.2218
H -3.250 0.376 -4.572 0.4396
C -3.427 3.089 -3.762 0.1844
C -4.843 2.870 -4.189 -1.5176
H -3.111 4.135 -3.780 0.4768
H -5.403 2.290 -3.439 0.2618
H -4.921 2.353 -5.159 0.3229
H -5.347 3.840 -4.308 0.3871
Ba 0.648 -1.434 -0.207 1.4572
Cl 2.070 0.116 -2.261 -0.7451
C 3.598 0.328 0.536 0.0608
O 2.673 -0.202 1.185 -0.7853
N 4.337 1.364 0.956 0.1852
C 4.107 1.954 2.274 -0.8417
C 5.142 2.127 0.003 -0.8667
H 3.844 -0.013 -0.489 0.3661
H 4.048 1.153 3.020 0.2561
H 3.173 2.542 2.299 0.2277
H 4.960 2.609 2.485 0.3492
H 5.629 1.418 -0.678 0.3254
H 5.895 2.701 0.561 0.3067
H 4.517 2.812 -0.600 0.2842
H 2.908 -3.233 5.279 0.3017
H 3.689 -5.875 4.549 0.3102
C 1.921 -3.630 5.005 -0.9368
C 2.604 -5.938 4.380 -0.9285
N 2.042 -4.654 3.983 0.1195
H 1.286 -2.823 4.631 0.2446
C 1.850 -4.352 2.683 0.4138
O 1.495 -3.251 2.247 -0.3225
H 2.415 -6.660 3.576 0.3056
H 2.040 -5.230 2.023 -0.1414
H 1.481 -4.088 5.895 0.3321
H 2.132 -6.279 5.306 0.3082
H -4.885 -3.841 1.814 0.3179
H -3.610 -0.692 0.888 0.2122
C -4.817 -3.083 2.605 -0.8875
C -4.010 -0.839 1.897 -0.7948
N -3.710 -2.171 2.393 0.1945
H -4.677 -3.595 3.564 0.3202
C -2.453 -2.646 2.353 -0.1954
O -1.489 -2.076 1.812 -0.5418
H -3.577 -0.088 2.563 0.2569
H -2.352 -3.616 2.879 0.3285
H -5.737 -2.501 2.623 0.3001
H -5.095 -0.731 1.898 0.3322
O -1.002 1.610 -1.682 -0.0997
C -1.158 2.328 -2.913 -0.4141
C -1.487 4.783 -2.258 0.0897
C -0.716 3.788 -2.868 0.1330
H -2.420 4.512 -1.757 0.8516
C -1.064 6.118 -2.284 -1.2164
H -0.490 1.785 -3.600 0.4696
C 0.498 4.131 -3.476 -0.3681
H -1.677 6.876 -1.792 0.3425
C 0.134 6.465 -2.910 -0.5203
C 0.913 5.463 -3.510 -0.7274
H 1.104 3.325 -3.892 0.3803
H 0.466 7.499 -2.914 0.3795
H 1.859 5.722 -3.980 0.3875
Si -1.267 2.237 -0.064 1.9472
Cl -3.287 1.666 -0.115 -0.5516
C -1.771 3.931 0.715 -1.5539
C 0.572 2.982 -0.137 -1.3103
C -0.760 1.033 1.347 -0.8732
H -1.223 4.796 0.323 0.3419
H -1.545 3.838 1.788 0.3552
H -2.842 4.162 0.631 0.3476
H -1.065 1.534 2.275 0.2713
H 0.328 0.888 1.421 0.4294
H -1.261 0.046 1.354 -0.3257
H 0.597 3.979 -0.601 0.2525
H 1.176 2.306 -0.762 0.2070
H 1.032 3.048 0.860 0.2613
C 1.079 -5.877 -0.766 -1.3005
C 2.186 -4.830 -0.828 0.9189
C 3.283 -5.200 -1.828 -1.4369
O 1.657 -3.572 -1.003 -0.7791
H 0.453 -5.807 -1.658 0.3843
H 0.442 -5.702 0.105 0.2032
H 1.461 -6.901 -0.708 0.3524
H 2.668 -4.822 0.173 -0.2772
H 2.903 -5.124 -2.850 0.3358
H 4.138 -4.527 -1.729 0.3190
H 3.638 -6.227 -1.687 0.3696

=====

[4]
85
Properties=species:S:1:pos:R:3:mulliken_charge:R:1 method="wB97M-V/def2-TZVPD" homo_energy_ev=-9.42 orbital_gap_ha=0.3593 smiles=c1ccccc1.c1ccccc1.BrCCBr.BrCCBr.CCO.CCO.CCO.CCO.CCO charge=0
C -0.708 -0.196 -0.702 0.0330
C -0.241 -0.927 -1.783 -0.6293
C 1.077 -0.772 -2.187 -0.6689
C 1.965 -0.031 -1.443 -0.7817
C 1.502 0.683 -0.328 0.0931
C 0.192 0.536 0.074 0.4820
H -1.755 -0.297 -0.441 0.0967
H -0.958 -1.521 -2.335 0.5213
H 1.386 -1.304 -3.082 0.4335
H 2.989 0.181 -1.728 0.6274
H 2.222 1.219 0.278 0.4381
H -0.094 1.072 0.971 -0.8637
C 1.824 -2.946 2.434 -0.6084
C 0.687 -2.718 1.668 0.1656
C -0.206 -3.713 1.368 -0.5037
C 0.035 -4.984 1.884 -0.4685
C 1.118 -5.210 2.719 -0.3784
C 2.069 -4.213 2.963 -0.7324
H 2.520 -2.155 2.688 0.4887
H 0.454 -1.713 1.332 0.5518
H -1.050 -3.565 0.707 0.4382
H -0.670 -5.789 1.715 0.3521
H 1.168 -6.165 3.228 0.3547
H 2.865 -4.371 3.676 0.4247
Br -3.363 1.722 2.431 -0.1567
C -2.224 0.284 3.126 -0.3122
C -0.969 0.735 3.826 -0.0890
Br -1.372 1.258 5.652 -0.1565
H -2.026 -0.292 2.222 -0.0782
H -2.804 -0.393 3.748 0.5689
H -0.411 1.547 3.368 -0.1172
H -0.253 -0.088 3.874 0.2926
Br -0.332 3.864 1.554 0.0047
C -0.846 5.718 2.082 -0.5413
C -2.192 5.556 2.739 -0.6633
Br -2.891 7.260 3.459 -0.1741
H -0.915 6.283 1.161 0.3788
H -0.088 6.078 2.770 0.4027
H -2.222 4.898 3.596 0.3488
H -2.883 5.263 1.952 0.3424
C -0.803 4.462 -2.427 -1.2189
C -0.969 2.949 -2.287 0.8194
O -0.744 2.358 -3.567 -0.6126
H 0.244 4.632 -2.674 0.3199
H -0.966 5.001 -1.490 0.1277
H -1.492 4.918 -3.136 0.3927
H -1.949 2.632 -1.919 0.1079
H -0.195 2.603 -1.599 -0.2124
H -0.378 1.476 -3.455 0.2702
C 2.461 2.509 3.565 -0.6079
C 2.513 2.049 5.012 -0.2130
O 2.822 0.651 4.993 -0.4717
H 2.104 1.787 2.828 -0.1544
H 3.490 2.598 3.185 0.4257
H 2.020 3.494 3.433 0.2790
H 1.535 2.213 5.485 0.1216
H 3.239 2.624 5.594 0.3843
H 3.104 0.413 5.884 0.2656
C 6.687 -2.592 -0.267 -1.0909
C 5.162 -2.727 -0.115 -0.0452
O 4.718 -1.576 0.613 -0.4510
H 7.210 -3.100 0.542 0.2689
H 6.908 -1.527 -0.195 0.2903
H 7.082 -2.970 -1.208 0.3399
H 4.902 -3.616 0.462 0.2319
H 4.728 -2.776 -1.115 0.2628
H 3.788 -1.459 0.381 0.1831
C -4.508 0.837 -2.699 -0.9030
C -3.756 0.136 -3.818 0.3203
O -4.095 0.579 -5.126 -0.5827
H -5.594 0.779 -2.668 0.3481
H -4.242 1.893 -2.638 0.2159
H -4.099 0.325 -1.818 0.1786
H -3.814 -0.952 -3.784 0.2443
H -2.693 0.357 -3.647 -0.1266
H -3.725 1.455 -5.266 0.3498
C -1.641 -3.461 -4.931 -0.6282
C -2.965 -3.987 -5.471 -0.2990
O -3.968 -3.773 -4.484 -0.5293
H -0.931 -3.153 -5.702 0.3806
H -1.076 -4.130 -4.278 0.3171
H -1.874 -2.557 -4.361 -0.1061
H -2.826 -5.019 -5.803 0.3101
H -3.198 -3.342 -6.326 0.2748
H -4.816 -3.804 -4.940 0.3058

=====

[5]
89
Properties=species:S:1:pos:R:3:mulliken_charge:R:1 method="wB97M-V/def2-TZVPD" homo_energy_ev=-10.61 orbital_gap_ha=0.3196 de_lowest_kj_mol=152.4 charge=+1
Ca -1.214 -0.638 0.688 2.0374
C 1.333 -0.404 3.548 -0.9681
O 0.066 -0.119 2.961 0.2425
C -0.976 0.083 3.924 -0.3376
C -2.027 -0.990 3.777 -0.5404
O -2.714 -0.849 2.523 -0.3883
C -3.838 0.050 2.546 -0.5722
C -3.850 0.822 1.246 -0.6459
O -2.605 1.513 1.087 0.0848
C -2.620 2.847 1.576 -0.9366
H 1.699 0.463 4.103 0.3176
H 1.274 -1.271 4.204 0.3739
H 2.024 -0.632 2.737 0.1695
H -0.575 0.077 4.939 0.6281
H -1.415 1.067 3.739 0.0386
H -1.552 -1.969 3.758 -0.0942
H -2.732 -0.968 4.609 0.4759
H -4.758 -0.521 2.666 0.3766
H -3.737 0.732 3.393 0.4285
H -3.951 0.133 0.409 0.0600
H -4.694 1.512 1.224 0.6538
H -3.376 3.433 1.051 0.3333
H -2.822 2.879 2.650 0.3857
H -1.638 3.270 1.386 0.1466
C 2.989 -0.820 -0.780 -1.2281
C 1.703 -0.189 -0.349 0.2122
O 0.716 -0.898 -0.188 -0.9866
H 2.790 -1.677 -1.423 0.3087
H 3.481 -1.193 0.127 0.3356
H 3.665 -0.113 -1.259 0.3790
C -1.891 -4.726 0.493 -0.7039
O -0.973 -4.530 1.589 -0.3297
P -0.006 -3.232 1.590 0.4732
O 1.188 -3.632 0.605 -0.1055
C 1.884 -4.883 0.761 -0.8888
O 0.710 -3.497 3.015 -0.3624
C 0.163 -4.200 4.138 -0.7438
H -2.427 -5.645 0.700 0.3741
H -1.347 -4.831 -0.447 0.2919
H -2.587 -3.895 0.409 0.1710
H 2.300 -5.133 -0.210 0.2695
H 1.208 -5.674 1.082 0.3406
H 2.684 -4.768 1.489 0.2694
H 0.998 -4.624 4.689 0.2936
H -0.504 -4.995 3.820 0.3297
H -0.374 -3.513 4.794 0.2625
O -2.939 1.399 -3.287 -0.3455
C -3.407 0.160 -3.599 0.9563
C -4.133 -0.046 -4.769 -0.9398
C -4.635 -1.298 -5.077 -0.5222
C -4.432 -2.369 -4.215 -0.8521
C -3.719 -2.158 -3.049 -0.3427
C -3.186 -0.910 -2.728 0.0225
C -2.409 -0.797 -1.463 0.8911
O -1.558 0.122 -1.303 -0.7586
O -2.629 -1.667 -0.535 -0.8231
H -3.200 2.003 -3.992 0.2634
H -4.305 0.790 -5.439 0.3327
H -5.192 -1.436 -5.996 0.3910
H -4.829 -3.348 -4.448 0.4228
H -3.554 -2.968 -2.352 0.4154
C 4.998 5.279 -0.622 -1.5181
C 4.272 3.943 -0.525 0.4569
C 3.650 3.704 0.847 -1.0217
C 3.142 2.268 1.050 -0.8066
Ge 1.537 1.788 0.060 1.1519
C 0.944 2.732 -1.534 -0.8780
C 1.247 2.001 -2.846 -0.6528
C 2.736 1.902 -3.167 0.4599
C 3.038 0.876 -4.252 -1.6536
H 5.408 5.443 -1.619 0.3944
H 5.825 5.324 0.090 0.3772
H 4.324 6.110 -0.399 0.3220
H 4.969 3.126 -0.746 0.2567
H 3.495 3.899 -1.291 -0.2168
H 2.833 4.419 0.999 0.2689
H 4.396 3.930 1.615 0.5389
H 2.878 2.095 2.095 0.3480
H 3.931 1.552 0.801 0.5414
H 0.340 1.837 1.048 -0.6877
H 1.353 3.744 -1.531 0.6247
H -0.136 2.807 -1.391 0.4471
H 0.744 2.524 -3.665 0.6411
H 0.799 1.002 -2.816 0.0194
H 3.298 1.656 -2.257 -0.3474
H 3.103 2.885 -3.475 0.4797
H 2.683 -0.117 -3.961 0.2838
H 4.108 0.806 -4.455 0.4134
H 2.541 1.139 -5.188 0.4136